Density functional theory data (ωB97M-V with the def2-TZVPD basis set) for a molecular structure, C28H53ClF6OP2Si2Zr in a non-equilibrium geometry.

Values from the calculation:
2S+1: 1
net charge: 0
HOMO (alpha / beta): -5.406 / -5.406 eV
Kohn-Sham gap (alpha / beta): 5.6 / 5.6 eV
F_max: 4.62 eV Å⁻¹

Cartesian coordinates (Å):
Zr (0.03180, 0.08881, 0.05496)
C (0.98242, -2.05187, 0.59696)
C (-0.39814, -2.33567, 0.32832)
C (-0.61950, -2.13125, -1.08021)
Si (-1.58995, -2.93954, 1.64300)
C (0.59425, -1.74134, -1.67525)
C (1.60090, -1.66924, -0.64277)
Si (3.41944, -1.25387, -0.79659)
H (1.51194, -2.25708, 1.54732)
H (-1.54604, -2.36091, -1.60332)
H (0.77837, -1.60484, -2.73518)
Cl (-2.53547, 1.20262, -4.11628)
C (4.35846, -1.76653, 0.73728)
C (4.10420, -2.17229, -2.27366)
C (-0.68530, -3.46587, 3.19150)
C (-2.53285, -4.39845, 0.95533)
H (3.83614, -3.23365, -2.16528)
H (5.19818, -2.07683, -2.25343)
H (3.73492, -1.81109, -3.23937)
H (4.25490, -1.05156, 1.56279)
H (5.41798, -1.84284, 0.45064)
H (4.02288, -2.75724, 1.07554)
H (-1.80449, -5.11409, 0.54659)
H (-3.25474, -4.14150, 0.17307)
H (-3.06803, -4.87474, 1.78752)
H (0.20495, -4.05609, 2.93266)
H (-1.37429, -4.11408, 3.75291)
H (-0.38470, -2.61954, 3.82136)
C (3.46661, 0.63459, -0.98969)
C (-2.68217, -1.43642, 2.03064)
P (1.93988, 1.28745, -1.75749)
H (4.37454, 0.90589, -1.55560)
H (3.61930, 1.05370, 0.02108)
P (-2.81950, -0.31848, 0.59656)
H (-2.22200, -0.91831, 2.88879)
H (-3.66281, -1.79001, 2.39340)
C (-3.87810, 1.08158, 1.16023)
C (-4.01243, -1.35532, -0.44467)
C (2.29039, 0.76510, -3.53577)
C (2.17034, 3.11842, -1.78675)
C (1.10168, 3.80008, -0.92865)
H (1.99798, 3.37449, -2.84188)
C (3.56422, 3.58712, -1.36596)
H (3.74502, 3.32259, -0.31247)
H (3.58875, 4.68369, -1.44070)
H (4.37039, 3.18469, -1.99788)
H (0.07965, 3.60273, -1.27737)
H (1.25022, 4.88607, -0.98291)
H (1.20118, 3.48878, 0.12326)
H (2.38956, -0.33137, -3.49455)
C (3.59319, 1.36603, -4.07101)
C (1.15837, 1.09679, -4.52082)
H (4.48630, 0.99508, -3.54591)
H (3.54959, 2.46770, -4.03111)
H (3.69591, 1.07745, -5.12849)
H (0.28166, 0.42744, -4.45380)
H (1.52254, 0.94734, -5.54722)
H (0.84510, 2.14762, -4.43874)
H (-3.48923, -2.31070, -0.62142)
C (-4.35587, -0.74544, -1.80665)
C (-5.33043, -1.63574, 0.28929)
H (-5.19358, -2.26527, 1.17949)
H (-5.99868, -2.18235, -0.39726)
H (-5.83418, -0.69187, 0.56415)
H (-3.53885, -0.78269, -2.54103)
H (-4.75399, 0.27502, -1.71178)
H (-5.15274, -1.32596, -2.28806)
C (-3.09330, 2.39453, 1.10058)
C (-4.47870, 0.88191, 2.55214)
H (-4.68710, 1.11712, 0.41580)
H (-3.67816, 0.82210, 3.30457)
H (-5.12170, -0.00840, 2.62431)
H (-5.08825, 1.76532, 2.78801)
H (-2.21884, 2.34992, 1.76927)
H (-3.74774, 3.20971, 1.43654)
H (-2.76441, 2.64605, 0.08332)
C (-1.20324, 0.59874, -1.89013)
H (-1.10851, 1.64713, -1.60523)
H (-2.09294, 0.01696, -1.55166)
H (-0.41837, 0.16915, -2.59916)
C (1.80717, -0.29127, 3.52906)
C (1.15927, 1.00222, 3.05048)
O (0.59202, 0.78684, 1.74084)
C (0.00859, 1.44227, 3.98803)
F (0.35910, 1.73893, 5.25977)
F (-0.61573, 2.53541, 3.49269)
F (-0.93295, 0.44319, 4.07910)
C (2.19313, 2.14821, 2.93705)
F (2.78682, 2.51430, 4.09560)
F (3.21275, 1.79175, 2.08441)
F (1.61778, 3.26101, 2.42593)
H (2.58002, -0.61169, 2.81321)
H (2.25741, -0.20902, 4.53006)
H (1.05985, -1.09933, 3.53772)

=====

Density functional theory data (ωB97M-V with the def2-TZVPD basis set) for 2 unconnected molecules or ions with the total composition C28H53FN4O8 in a non-equilibrium geometry.

Values from the calculation:
2S+1: 1
net charge: 0
HOMO: -7.512 eV
Kohn-Sham gap: 7.3 eV
structure (SMILES): CCCCCCCC[C@]1(CCC(N)=O)[N@@H+](OCCC)C[C@@H](F)O[C@@]1(CCCCCCOC(C)=O)C(=O)[O-].NC(N)=O
F_max: 9.12 eV Å⁻¹

Cartesian coordinates (Å):
C (4.21754, 2.87047, -3.30496)
C (3.83689, 1.84626, -4.56965)
C (2.43295, 1.11181, -4.14911)
C (1.52595, 0.60042, -5.44879)
C (-0.11497, 0.77893, -5.17729)
C (-0.57538, -0.40238, -4.11024)
C (-1.95593, -0.10258, -3.30666)
C (-2.37907, -1.07598, -2.09131)
C (-1.39558, -1.21506, -0.78751)
C (-0.39715, 0.04602, -0.51352)
C (-1.03531, 1.54603, -0.53057)
C (-0.06800, 2.49215, -1.51674)
N (1.40965, 2.61245, -1.09311)
O (-0.50958, 3.16270, -2.58258)
N (-0.45135, -2.39206, -1.11496)
O (0.70638, -2.36884, -0.43928)
C (1.84461, -2.87158, -1.21018)
C (3.21225, -2.33239, -0.41139)
C (3.25552, -2.75950, 1.16959)
C (-1.01935, -3.76263, -0.98557)
C (-2.50882, -3.93831, -0.38078)
F (-2.45226, -5.08998, 0.59746)
O (-3.20550, -2.76545, 0.09609)
C (-2.34937, -1.64171, 0.51532)
C (-3.41717, -0.47058, 0.97667)
C (-3.31498, 0.04863, 2.51890)
C (-2.04357, 1.04746, 2.85550)
C (-2.47932, 2.62785, 2.83503)
C (-2.25280, 3.27072, 4.36260)
C (-1.86345, 4.88743, 4.23623)
O (-2.86338, 5.72984, 4.92748)
C (-3.99756, 5.90637, 3.99185)
C (-5.34709, 5.00186, 4.22627)
O (-3.84508, 6.82004, 2.99547)
C (-1.55400, -2.11788, 1.84903)
O (-2.22153, -2.97788, 2.67202)
O (-0.24312, -1.70353, 2.35374)
H (3.84818, 2.31278, -2.31871)
H (5.36918, 3.06211, -3.20531)
H (3.58096, 3.85706, -3.42221)
H (3.73129, 2.41112, -5.58964)
H (4.69611, 1.04696, -4.58671)
H (1.77034, 1.92927, -3.61477)
H (2.65459, 0.16896, -3.49136)
H (1.74671, -0.56663, -5.53431)
H (1.88143, 1.09781, -6.44625)
H (-0.63360, 0.52144, -6.19586)
H (-0.40355, 1.86255, -4.84325)
H (0.36652, -0.64229, -3.46370)
H (-0.76618, -1.36972, -4.78322)
H (-2.82116, -0.22538, -4.12655)
H (-1.97694, 1.06522, -3.07710)
H (-3.47750, -0.72802, -1.76908)
H (-2.58015, -2.14570, -2.58772)
H (0.23796, -0.00420, 0.47479)
H (0.40906, 0.02975, -1.39563)
H (-2.10949, 1.64284, -0.98281)
H (-1.03938, 2.11191, 0.49530)
H (1.39726, 3.01571, -0.12913)
H (1.75713, 3.40288, -1.71633)
H (-0.20544, -2.26353, -2.12907)
H (1.94999, -2.46052, -2.29909)
H (1.86938, -4.03738, -1.11179)
H (4.11798, -2.74021, -1.05513)
H (3.20749, -1.15176, -0.58826)
H (4.02014, -3.66888, 1.27923)
H (2.21397, -2.96660, 1.66141)
H (3.78512, -1.85626, 1.74262)
H (-0.28601, -4.42081, -0.31104)
H (-0.98113, -4.29096, -2.05597)
H (-3.17654, -4.37802, -1.27156)
H (-3.43586, 0.47509, 0.28425)
H (-4.52842, -0.90785, 0.88551)
H (-4.27455, 0.74861, 2.67219)
H (-3.47501, -0.79981, 3.34368)
H (-1.74502, 0.80479, 3.98593)
H (-1.09769, 0.78122, 2.21789)
H (-3.61412, 2.82495, 2.58911)
H (-1.85407, 3.31059, 2.11976)
H (-1.30912, 2.76430, 4.89008)
H (-3.20139, 3.13426, 5.04940)
H (-1.76194, 5.24692, 3.11712)
H (-0.77956, 5.03493, 4.71132)
H (-5.14843, 4.18927, 5.04637)
H (-5.60568, 4.45519, 3.21526)
H (-6.20501, 5.75229, 4.56374)
N (5.20783, -5.78534, 3.36040)
C (6.27605, -4.96988, 3.41997)
N (6.32206, -4.18828, 4.51386)
O (7.13407, -4.94151, 2.55191)
H (4.49101, -5.82298, 4.06529)
H (5.13490, -6.39051, 2.55306)
H (7.11006, -3.55943, 4.59775)
H (5.62514, -4.19736, 5.23932)